(1)
Molecular formula: C11H17ClN
Method: DFT, ωB97M-V with the def2-TZVPD basis set

```
! RIJCOSX wB97M-V def2-TZVPD def2/J DEFGRID3
* xyz 1 1
C -1.67 -1.07 -0.37
C -0.93 0.19 0.21
C 0.62 -0.26 1.00
Cl 1.10 1.16 1.95
C 1.59 -0.52 -0.07
C 1.98 -1.84 -0.39
C 2.98 -2.10 -1.26
C 3.39 -1.02 -2.06
C 2.86 0.28 -1.97
C 2.09 0.51 -0.88
N -1.64 1.17 1.09
C -2.40 2.13 0.21
C -2.37 0.61 2.13
H -2.69 -0.97 -0.82
H -1.09 -1.44 -1.32
H -1.72 -2.00 0.31
H -0.64 0.59 -0.68
H 0.42 -1.24 1.53
H 1.61 -2.62 0.30
H 3.39 -3.12 -1.59
H 4.18 -1.19 -2.83
H 3.15 0.96 -2.80
H 1.65 1.46 -0.62
H -0.78 1.78 1.35
H -2.93 3.04 0.74
H -1.53 2.60 -0.36
H -3.24 1.66 -0.29
H -2.55 -0.40 1.91
H -1.68 0.59 3.04
H -3.16 1.08 2.52
*
```

Summary:
E_HOMO = -12.2 eV
SMILES = C[C@H]([C@H](Cl)c1ccccc1)[NH+](C)C
energy relative to the best compared isomer or geometry (same formula, charge and spin) = 0.0 kJ/mol

Results of the Löwdin charge analysis, in e, for atoms 1 through 5:
1 C -0.04
2 C -0.24
3 C -0.50
4 Cl 0.78
5 C -0.32



(2)
Molecular formula: C11H17F6NO8Si2
Method: DFT, ωB97M-V with the def2-TZVPD basis set

```
! RIJCOSX wB97M-V def2-TZVPD def2/J DEFGRID3
* xyz 0 1
C 0.74 -0.37 4.45
C -0.89 -0.56 4.18
O -1.15 -1.78 3.37
Si -2.83 -1.54 2.78
O -2.91 -1.18 1.06
Si -3.51 0.45 0.75
C -5.13 0.81 1.80
N -5.85 2.07 1.33
C -2.27 1.86 1.19
O -2.43 2.45 2.40
C -1.07 2.42 0.17
F -1.54 2.71 -1.20
F -0.69 3.76 0.76
C 0.28 1.50 0.27
F 0.27 0.64 1.48
F 1.46 2.43 0.44
C 0.56 0.53 -1.03
F -0.65 -0.06 -1.64
F 1.37 -0.63 -0.51
C 1.54 1.33 -2.08
O 1.14 2.10 -3.10
O 3.02 1.21 -1.84
H 1.01 0.76 4.21
H 1.31 -1.02 3.63
H 1.07 -0.70 5.52
H -1.44 -0.55 5.21
H -1.31 0.34 3.53
H -3.54 -2.83 2.99
H -3.49 -0.56 3.64
H -3.90 0.49 -0.66
H -4.75 1.05 2.90
H -5.88 -0.09 1.80
H -6.64 1.84 0.68
H -5.19 2.77 0.92
H 3.35 0.31 -2.17
C 5.53 -2.99 -4.87
C 4.54 -2.14 -5.58
O 3.98 -1.36 -4.54
C 4.90 -1.32 -3.53
O 4.82 -0.60 -2.55
O 5.92 -2.19 -3.76
H 6.40 -3.23 -5.49
H 5.09 -3.92 -4.49
H 5.00 -1.47 -6.31
H 3.76 -2.73 -6.08
*
```

Summary:
E_HOMO = -9.3 eV

Results of the Löwdin charge analysis, in e, for atoms 1 through 5:
1 C -0.10
2 C -0.33
3 O -0.32
4 Si 0.58
5 O -0.40



(3)
Molecular formula: C11H17IN2O5
Method: DFT, ωB97M-V with the def2-TZVPD basis set

```
! RIJCOSX wB97M-V def2-TZVPD def2/J DEFGRID3
* xyz -2 1
C -2.18 -1.04 1.52
C -2.03 -1.58 0.09
C -1.13 -0.73 -0.80
C 0.35 -0.92 -0.56
O 0.85 -0.02 0.46
C 2.19 -0.16 0.71
C 2.76 -1.56 1.06
I 1.50 -2.78 2.37
N 3.98 -1.20 1.76
C 3.71 -0.13 2.61
O 4.27 0.12 3.64
C 2.55 0.63 1.97
O 2.87 2.00 1.66
C 2.64 2.85 2.61
N 2.47 3.60 3.46
H -3.11 -1.36 1.99
H -1.36 -1.37 2.18
H -2.14 0.06 1.51
H -3.02 -1.55 -0.37
H -1.68 -2.62 0.11
H -1.39 -0.84 -1.86
H -1.34 0.32 -0.58
H 0.55 -1.95 -0.24
H 0.90 -0.76 -1.50
H 2.82 0.21 -0.12
H 3.01 -2.17 0.20
H 4.42 -1.95 2.28
H 1.68 0.60 2.62
O -3.27 3.51 -4.22
C -2.67 2.31 -4.09
C -3.36 1.28 -3.10
O -2.75 0.07 -2.97
H -1.61 2.34 -3.72
H -2.60 1.72 -5.06
H -4.42 1.22 -3.47
H -3.44 1.86 -2.14
*
```

Summary:
E_HOMO = 1.8 eV

Results of the Löwdin charge analysis, in e, for atoms 1 through 5:
1 C -0.12
2 C -0.25
3 C -0.19
4 C -0.20
5 O -0.10



(4)
Molecular formula: C11H17LiN5O3S2
Method: DFT, ωB97M-V with the def2-TZVPD basis set

```
! RIJCOSX wB97M-V def2-TZVPD def2/J DEFGRID3
* xyz 1 1
N 3.53 -1.35 -1.95
C 3.41 -1.28 -0.50
N 2.23 -2.04 -0.06
N 4.67 -1.78 0.05
C 3.27 0.20 -0.04
C 1.87 0.66 0.24
C 1.31 0.68 1.48
C -0.01 1.15 1.72
C -0.81 1.62 0.72
C -2.19 2.15 1.05
C -3.30 1.74 0.09
C -4.05 0.47 0.49
S -3.00 -0.97 0.47
O -2.16 -0.93 -0.68
O -2.44 -1.18 1.75
O -4.07 -2.20 0.11
C -0.27 1.60 -0.59
N -0.88 2.00 -1.71
S 0.15 1.77 -2.92
N 1.40 1.16 -2.11
C 1.04 1.13 -0.83
H 4.23 -2.06 -2.15
H 2.65 -1.68 -2.35
H 2.32 -2.22 0.94
H 2.22 -2.93 -0.55
H 4.60 -2.78 0.18
H 4.88 -1.36 0.94
H 3.66 0.81 -0.84
H 3.87 0.41 0.84
H 1.88 0.33 2.33
H -0.37 1.13 2.74
H -2.14 3.23 1.13
H -2.45 1.79 2.04
H -2.97 1.64 -0.94
H -4.06 2.52 0.09
H -4.85 0.30 -0.24
H -4.54 0.57 1.46
H -3.65 -2.64 -0.64
Li -5.02 -1.65 -1.75
*
```

Summary:
E_HOMO = -10.6 eV
energy relative to the best compared isomer or geometry (same formula, charge and spin) = 0.0 kJ/mol

Results of the Löwdin charge analysis, in e, for atoms 1 through 5:
1 N 0.08
2 C -0.65
3 N 0.08
4 N 0.08
5 C -0.08



(5)
Molecular formula: C11H17N10OPPm
Method: DFT, ωB97M-V with the def2-TZVPD basis set

```
! RIJCOSX wB97M-V def2-TZVPD def2/J DEFGRID3
* xyz 1 5
Pm -0.10 -0.27 0.14
O -1.55 0.91 -1.53
C -2.94 1.09 -1.21
C -3.19 1.03 0.28
C -4.40 1.46 0.78
C -4.68 1.27 2.12
C -3.73 0.66 2.93
C -2.53 0.29 2.36
N -2.25 0.48 1.06
H -1.51 0.58 -2.43
H -3.53 0.29 -1.67
H -3.28 2.04 -1.61
H -5.12 1.93 0.12
H -5.62 1.60 2.54
H -3.91 0.47 3.98
H -1.75 -0.17 2.96
N 0.55 -3.41 1.47
C 0.94 -2.40 2.36
N 1.63 -2.50 3.45
N 1.78 -1.22 3.89
N 1.20 -0.40 3.10
N 0.62 -1.11 2.10
C -0.12 -2.91 0.35
N -1.44 -2.61 0.29
N -1.61 -1.97 -0.86
N -0.43 -1.86 -1.49
N 0.53 -2.42 -0.72
H 0.22 -4.27 1.88
C 1.39 3.62 -0.23
P 1.38 2.16 0.87
C 0.46 2.81 2.31
C 3.08 2.11 1.50
H 1.81 4.48 0.30
H 0.37 3.87 -0.54
H 1.99 3.43 -1.12
H 0.90 3.75 2.63
H 0.52 2.08 3.12
H -0.59 2.98 2.06
H 3.33 3.09 1.91
H 3.78 1.87 0.71
H 3.15 1.37 2.29
*
```

Summary:
E_HOMO (alpha / beta) = -12.2 / -12.3 eV
energy relative to the best compared isomer or geometry (same formula, charge and spin) = 25.7 kJ/mol
<S²> = 6.006

Results of the Löwdin charge analysis, in e, for atoms 1 through 5:
1 Pm 1.64
2 O -0.19
3 C -0.14
4 C -0.25
5 C 0.01



(6)
Molecular formula: C11H17N2
Method: DFT, ωB97M-V with the def2-TZVPD basis set

```
! RIJCOSX wB97M-V def2-TZVPD def2/J DEFGRID3
* xyz 2 2
C -2.66 1.10 2.22
C -0.01 0.61 -0.29
C -0.31 0.96 1.04
C -1.72 0.67 1.18
C -2.18 0.21 -0.05
C 1.20 0.97 -0.88
C 2.08 1.69 -0.10
C 0.62 1.61 1.93
C 1.71 2.03 1.23
N -1.15 0.05 -0.91
H -1.29 -0.11 -1.90
H 1.34 0.79 -1.96
H -3.24 0.17 -0.35
H 2.96 2.22 -0.37
H 0.32 1.75 2.94
H -2.51 2.18 2.50
H -2.73 0.46 3.12
H 2.45 2.51 1.84
H -3.69 1.24 1.88
C 0.19 -2.67 -1.54
C 1.15 -2.37 -2.67
N 0.98 -2.72 -0.24
H -0.56 -1.86 -1.41
H -0.45 -3.54 -1.78
H 0.76 -2.90 -3.61
H 2.07 -2.96 -2.59
H 1.38 -3.68 -0.27
H 1.67 -1.96 -0.23
H 0.35 -2.67 0.58
H 1.04 -1.34 -2.98
*
```

Summary:
E_HOMO (alpha / beta) = -16.3 / -16.6 eV
energy relative to the best compared isomer or geometry (same formula, charge and spin) = 147.5 kJ/mol
<S²> = 0.772

Results of the Löwdin charge analysis, in e, for atoms 1 through 5:
1 C -0.01
2 C -0.20
3 C -0.10
4 C -0.13
5 C 0.06



(7)
Molecular formula: C11H17N3
Method: DFT, ωB97M-V with the def2-TZVPD basis set

```
! RIJCOSX wB97M-V def2-TZVPD def2/J DEFGRID3
* xyz 2 1
C -2.23 4.00 -1.72
C -1.81 3.08 -2.61
C -2.24 3.87 -0.35
C -1.37 1.84 -2.14
C -1.84 2.55 0.16
C -1.52 1.68 -0.79
C -2.37 -1.37 -0.27
C 0.75 -2.11 -0.44
C 0.91 0.14 0.55
C 1.50 -2.74 0.79
C 1.85 -0.43 1.60
N 0.08 -0.89 0.07
N -1.31 -0.57 -0.04
N 2.53 -1.71 1.13
H -2.78 4.78 -2.15
H -1.54 3.24 -3.63
H -2.62 4.65 0.28
H -1.11 1.04 -2.80
H -1.84 2.27 1.14
H -2.19 -2.41 -0.36
H -3.36 -1.04 -0.42
H 1.38 -1.93 -1.28
H -0.14 -2.78 -0.77
H 0.32 1.03 0.98
H 1.40 0.51 -0.35
H 0.97 -3.04 1.74
H 2.02 -3.69 0.45
H 2.77 0.36 1.69
H 1.31 -0.69 2.49
H 3.12 -2.11 1.84
H 3.04 -1.41 0.27
*
```

Summary:
E_HOMO (alpha / beta) = -16.0 / -16.0 eV
energy relative to the best compared isomer or geometry (same formula, charge and spin) = 160.8 kJ/mol

Results of the Löwdin charge analysis, in e, for atoms 1 through 5:
1 C -0.06
2 C -0.02
3 C 0.04
4 C -0.02
5 C -0.01



(8)
Molecular formula: C11H17N5O
Method: DFT, ωB97M-V with the def2-TZVPD basis set

```
! RIJCOSX wB97M-V def2-TZVPD def2/J DEFGRID3
* xyz 0 1
C -4.63 4.52 3.53
C -4.13 3.73 2.60
C -2.88 2.92 2.95
C -2.36 2.11 1.77
N -3.11 1.08 1.40
N -2.64 0.35 0.41
C -1.49 0.77 -0.12
C -0.94 -0.08 -1.26
C -0.01 -1.13 -0.57
C 0.67 -2.07 -1.60
C 2.14 -1.58 -1.85
N 3.07 -2.57 -1.24
C 4.40 -2.34 -1.63
C 5.38 -3.51 -1.78
O 4.80 -1.24 -1.86
N -0.76 1.83 0.22
N -1.21 2.53 1.24
H -5.01 5.52 3.32
H -4.59 4.14 4.56
H -4.57 3.64 1.60
H -2.10 3.57 3.33
H -3.11 2.17 3.73
H -0.32 0.54 -1.92
H -1.76 -0.55 -1.82
H -0.66 -1.67 0.14
H 0.70 -0.55 0.03
H 0.75 -3.05 -1.11
H 0.12 -2.11 -2.54
H 2.30 -1.58 -2.94
H 2.31 -0.58 -1.46
H 2.82 -3.47 -1.65
H 4.87 -4.30 -2.36
H 6.28 -3.18 -2.30
H 5.66 -3.89 -0.79
*
```

Summary:
E_HOMO = -9.2 eV
SMILES = C=CCc1nnc(CCCCNC(C)=O)nn1
energy relative to the best compared isomer or geometry (same formula, charge and spin) = 319.3 kJ/mol

Results of the Löwdin charge analysis, in e, for atoms 1 through 5:
1 C -0.02
2 C -0.17
3 C -0.15
4 C -0.35
5 N 0.12



(9)
Molecular formula: C11H17N5O4
Method: DFT, ωB97M-V with the def2-TZVPD basis set

```
! RIJCOSX wB97M-V def2-TZVPD def2/J DEFGRID3
* xyz 0 1
N 3.99 0.93 0.00
C 2.76 0.32 0.06
O 1.81 0.98 0.49
C 2.80 -1.10 -0.21
C 1.45 -1.76 -0.78
C 0.45 -1.84 0.33
N 0.97 -2.44 1.52
C -0.91 -2.44 -0.10
O -0.77 -3.64 -0.45
N -2.08 -1.81 -0.11
C -2.30 -0.43 0.30
C -1.55 0.38 -0.87
C -1.02 1.59 -0.28
C -0.38 2.48 -1.14
N 0.12 3.52 -0.47
C -0.15 3.18 0.89
N -0.86 2.12 1.04
C -3.78 0.05 0.21
O -4.67 -0.65 -0.29
O -4.03 1.29 0.71
H 3.85 1.97 0.22
H 4.88 0.50 -0.24
H 3.70 -1.29 -0.73
H 2.76 -1.53 0.86
H 1.15 -1.16 -1.65
H 1.64 -2.83 -1.07
H 0.04 -0.85 0.58
H 1.03 -3.47 1.36
H 0.39 -2.33 2.33
H -2.99 -2.29 -0.21
H -2.03 0.15 1.19
H -2.21 0.65 -1.68
H -0.94 -0.42 -1.25
H -0.24 2.29 -2.17
H 0.05 4.34 -0.93
H 0.30 3.68 1.76
H -3.24 1.87 0.81
*
```

Summary:
E_HOMO = -8.6 eV
SMILES = NC(=O)CC[C@H](N)C(=O)N[C@@H](Cc1c[nH]cn1)C(=O)O
energy relative to the best compared isomer or geometry (same formula, charge and spin) = 383.2 kJ/mol

Results of the Löwdin charge analysis, in e, for atoms 1 through 5:
1 N 0.13
2 C -0.56
3 O 0.03
4 C -0.10
5 C -0.09



(10)
Molecular formula: C11H17N5S
Method: DFT, ωB97M-V with the def2-TZVPD basis set

```
! RIJCOSX wB97M-V def2-TZVPD def2/J DEFGRID3
* xyz 0 1
C -3.34 -2.83 0.46
C -3.82 -1.47 -0.04
C -3.85 -0.41 1.06
C -2.47 0.11 1.46
N -1.88 0.90 0.42
N -2.15 2.22 0.27
N -1.51 2.63 -0.73
N -0.81 1.66 -1.31
C -1.03 0.58 -0.60
N -0.58 -0.67 -0.87
C 0.62 -0.79 -1.69
C 1.87 -0.75 -0.87
C 2.84 -1.69 -0.75
C 3.87 -1.32 0.14
C 3.68 -0.10 0.71
C 4.54 0.61 1.69
S 2.21 0.63 0.15
H -4.01 -3.20 1.24
H -2.34 -2.78 0.88
H -3.34 -3.55 -0.35
H -4.83 -1.59 -0.44
H -3.19 -1.13 -0.86
H -4.34 -0.82 1.95
H -4.44 0.45 0.72
H -2.56 0.76 2.33
H -1.79 -0.71 1.71
H -0.64 -1.33 -0.11
H 0.58 -1.74 -2.23
H 0.59 0.04 -2.40
H 2.83 -2.62 -1.29
H 4.73 -1.94 0.35
H 3.98 0.87 2.59
H 4.92 1.54 1.26
H 5.38 -0.01 1.97
*
```

Summary:
E_HOMO = -8.6 eV
SMILES = CCCCn1nnnc1NCc1ccc(C)s1
energy relative to the best compared isomer or geometry (same formula, charge and spin) = 0.0 kJ/mol

Results of the Löwdin charge analysis, in e, for atoms 1 through 5:
1 C -0.11
2 C -0.26
3 C -0.18
4 C -0.14
5 N -0.06



(11)
Molecular formula: C11H17NO2Si
Method: DFT, ωB97M-V with the def2-TZVPD basis set

```
! RIJCOSX wB97M-V def2-TZVPD def2/J DEFGRID3
* xyz 0 1
H 2.02 2.33 -1.25
N 1.21 2.14 -0.55
C 1.06 1.11 0.10
C -0.07 0.87 1.00
O 0.10 0.85 2.23
C -1.38 0.47 0.40
C -2.30 -0.10 1.16
C -3.64 -0.43 0.69
C -3.81 -0.42 -0.73
O -4.50 -1.22 -1.28
C -3.09 0.66 -1.52
C -1.62 0.64 -1.09
Si 2.36 -0.32 0.28
C 1.32 -1.96 0.70
C 3.65 0.36 1.49
C 3.03 -0.27 -1.50
H -2.01 -0.30 2.21
H -4.06 -1.45 1.01
H -4.36 0.23 1.21
H -3.19 0.51 -2.54
H -3.62 1.64 -1.21
H -1.14 1.60 -1.46
H -1.16 -0.26 -1.56
H 1.57 -2.20 1.75
H 0.18 -1.92 0.61
H 1.66 -2.97 0.22
H 4.33 -0.54 1.65
H 4.33 1.01 0.98
H 3.45 0.82 2.37
H 4.10 -0.41 -1.36
H 2.81 -1.14 -2.02
H 2.79 0.65 -1.99
*
```

Summary:
E_HOMO = -8.6 eV
SMILES = [H]/N=C(/C(=O)C1=CCC(=O)CC1)[Si](C)(C)C
energy relative to the best compared isomer or geometry (same formula, charge and spin) = 0.0 kJ/mol

Results of the Löwdin charge analysis, in e, for atoms 1 through 5:
1 H 0.10
2 N 0.12
3 C -0.40
4 C -0.38
5 O 0.07



(12)
Molecular formula: C11H17NO3
Method: DFT, ωB97M-V with the def2-TZVPD basis set

```
! RIJCOSX wB97M-V def2-TZVPD def2/J DEFGRID3
* xyz 0 1
C -3.10 -0.89 -1.13
C -3.04 -0.53 0.36
C -4.42 -0.08 0.83
N -2.09 0.55 0.59
C -0.69 0.17 0.73
C 0.05 0.35 -0.62
O -0.37 1.54 -1.23
C 1.54 0.38 -0.37
C 2.19 1.57 -0.10
C 3.55 1.59 0.17
C 4.28 0.41 0.18
O 5.61 0.43 0.44
C 3.62 -0.79 -0.10
O 4.39 -1.94 -0.09
C 2.27 -0.80 -0.37
H -2.15 -1.31 -1.46
H -3.88 -1.63 -1.30
H -3.32 0.00 -1.72
H -2.75 -1.43 0.93
H -4.72 0.82 0.30
H -4.41 0.14 1.90
H -5.16 -0.85 0.65
H -2.38 1.09 1.39
H -0.21 0.84 1.45
H -0.56 -0.87 1.08
H -0.18 -0.50 -1.28
H -1.30 1.65 -0.96
H 1.63 2.49 -0.11
H 4.06 2.51 0.38
H 5.93 -0.48 0.39
H 3.84 -2.69 -0.31
H 1.78 -1.74 -0.59
*
```

Summary:
E_HOMO = -8.1 eV
SMILES = CC(C)NC[C@@H](O)c1ccc(O)c(O)c1
energy relative to the best compared isomer or geometry (same formula, charge and spin) = 1.9 kJ/mol

Results of the Löwdin charge analysis, in e, for atoms 1 through 5:
1 C -0.06
2 C -0.46
3 C -0.07
4 N -0.06
5 C -0.14



(13)
Molecular formula: C11H17NOP
Method: DFT, ωB97M-V with the def2-TZVPD basis set

```
! RIJCOSX wB97M-V def2-TZVPD def2/J DEFGRID3
* xyz 1 1
C 4.27 -0.95 -0.21
C 3.39 -1.63 0.59
C 3.89 0.27 -0.69
C 2.17 -1.06 0.90
C 2.65 0.78 -0.38
C 1.76 0.12 0.42
C -3.48 0.29 -0.27
C -2.35 1.36 -0.12
C -3.04 -0.76 0.84
C -0.99 0.73 -0.32
C -0.74 0.28 -1.77
N -1.69 -1.09 0.58
O 0.55 2.55 0.89
P 0.38 1.11 0.86
H 5.28 -1.30 -0.21
H 3.95 -2.49 1.09
H 4.54 0.85 -1.28
H 1.60 -1.60 1.64
H 2.33 1.78 -0.81
H -4.44 0.87 0.09
H -3.56 -0.08 -1.27
H -2.31 2.13 -0.89
H -2.43 1.74 0.87
H -3.05 -0.35 1.86
H -3.70 -1.56 0.55
H -0.80 -0.79 -1.83
H 0.30 0.52 -1.96
H -1.44 0.82 -2.43
H -1.21 -1.28 1.49
H -1.70 -1.85 -0.23
H -0.13 0.57 2.01
*
```

Summary:
E_HOMO = -13.0 eV
energy relative to the best compared isomer or geometry (same formula, charge and spin) = 233.5 kJ/mol

Results of the Löwdin charge analysis, in e, for atoms 1 through 5:
1 C -0.06
2 C -0.06
3 C -0.05
4 C -0.11
5 C -0.09



(14)
Molecular formula: C11H17NOP
Method: DFT, ωB97M-V with the def2-TZVPD basis set

```
! RIJCOSX wB97M-V def2-TZVPD def2/J DEFGRID3
* xyz 1 1
C -2.63 -0.99 0.74
C -1.85 -0.41 1.68
C -2.72 -0.47 -0.57
C -1.03 0.65 1.32
C -1.91 0.61 -0.91
C -0.96 1.18 -0.02
C 1.41 -2.26 -0.86
C 1.40 -0.88 -1.49
C 1.73 -2.00 0.67
C 1.63 0.04 -0.39
C -0.04 2.20 -0.41
N 1.24 -0.62 0.86
O -0.04 2.68 -1.69
P 1.14 2.98 0.80
H -3.35 -1.55 1.29
H -1.88 -0.70 2.80
H -3.65 -0.78 -1.20
H -0.40 1.10 2.04
H -2.00 1.02 -2.00
H 0.39 -2.90 -0.93
H 2.17 -2.86 -1.38
H 2.16 -0.83 -2.31
H 0.40 -0.69 -1.91
H 1.05 -2.69 1.21
H 2.78 -2.04 0.90
H 2.26 0.87 -0.25
H 0.11 -0.40 1.08
H 1.59 -0.24 1.70
H -0.61 2.21 -2.25
H 1.43 4.01 0.03
H 0.16 3.76 1.45
*
```

Summary:
E_HOMO (alpha / beta) = -11.8 / -10.7 eV
energy relative to the best compared isomer or geometry (same formula, charge and spin) = 505.8 kJ/mol

Results of the Löwdin charge analysis, in e, for atoms 1 through 5:
1 C -0.10
2 C -0.11
3 C -0.04
4 C -0.14
5 C -0.04



| no. | F_max (Eh/bohr) |
| --- | --- |
| 1 | 0.11131 |
| 2 | 0.17840 |
| 3 | 0.01896 |
| 4 | 0.03134 |
| 5 | 0.05169 |
| 6 | 0.07275 |
| 7 | 0.10162 |
| 8 | 0.04667 |
| 9 | 0.10566 |
| 10 | 0.03285 |
| 11 | 0.09504 |
| 12 | 0.00938 |
| 13 | 0.07757 |
| 14 | 0.05942 |